The ion C8H14O5P with charge -1 in a non-equilibrium geometry, computed with ωB97M-V/def2-TZVPD.

Element x y z (Å)
C: 1.935 3.932 -1.069
C: 1.456 2.523 -1.248
O: 0.053 2.536 -1.219
P: -0.599 1.027 -1.220
O: 0.113 0.066 -2.107
O: -2.043 1.159 -1.185
O: -0.101 0.644 0.425
C: -1.049 -0.082 1.099
C: -0.721 -1.595 0.734
C: -1.786 -1.920 -0.381
C: -0.918 -2.413 2.032
C: 0.759 -1.777 0.298
C: 1.700 -2.508 0.819
O: 2.640 -3.004 1.334
H: 1.537 4.360 -0.222
H: 2.913 3.937 -0.866
H: 1.529 4.507 -1.814
H: 1.967 1.911 -0.581
H: 1.619 2.035 -2.152
H: -2.008 0.104 0.769
H: -0.827 0.213 2.082
H: -1.857 -1.151 -1.090
H: -2.711 -2.275 0.262
H: -1.374 -2.828 -0.822
H: -1.375 -3.458 1.716
H: -1.602 -1.964 2.785
H: 0.003 -2.539 2.376
H: 0.747 -1.441 -0.752

energy above the lowest of the compared OMol25 structures with the same formula, charge and spin	1.083	eV
total charge	-1
E_HOMO	-5.290	eV
maximum force	0.1165	Eh/bohr
LUMO level	3.4	eV
electronic energy	-28051.0883	eV



The molecule C8H14OS2 in a non-equilibrium geometry, computed with ωB97M-V/def2-TZVPD.

Element x y z (Å)
C: 1.010 0.186 -0.037
C: 2.278 -0.173 -0.137
C: -1.298 1.206 -0.853
C: -1.731 0.099 0.166
C: 2.439 -1.688 0.075
C: 3.464 0.709 -0.440
C: -3.066 -0.551 -0.202
C: -1.949 0.759 1.520
O: -0.513 -1.634 -1.116
S: 0.364 1.760 -0.291
S: -0.385 -1.073 0.247
H: -1.126 0.895 -1.887
H: -2.021 2.040 -0.677
H: 2.747 -2.160 -0.894
H: 3.394 -1.928 0.737
H: 1.555 -2.064 0.562
H: 3.179 1.697 -0.594
H: 4.221 0.656 0.287
H: 3.869 0.506 -1.369
H: -3.732 0.233 -0.576
H: -3.470 -1.132 0.645
H: -3.016 -1.341 -0.866
H: -1.139 1.589 1.878
H: -2.125 0.044 2.340
H: -2.950 1.366 1.481

energy above the lowest of the compared OMol25 structures with the same formula, charge and spin	0.576	eV
E_HOMO	-8.164	eV
maximum force	0.0771	Eh/bohr
LUMO level	0.6	eV
electronic energy	-32238.6000	eV



The molecule C8H14S in a non-equilibrium geometry, computed with ωB97M-V/def2-TZVPD.

Element x y z (Å)
C: 0.829 -0.954 -0.547
C: -1.435 0.016 0.084
C: 0.108 0.255 0.028
C: 1.076 -0.954 -1.988
C: 0.250 1.564 -0.677
C: 1.848 0.062 1.891
C: -3.498 -1.561 -0.142
C: 0.363 0.216 1.498
S: -1.719 -1.562 -0.482
H: 2.098 -0.364 -2.095
H: 0.222 -0.418 -2.355
H: 1.359 -1.866 -2.389
H: -0.065 1.329 -1.623
H: 1.356 1.894 -0.641
H: -0.528 2.292 -0.183
H: 2.469 0.981 2.064
H: 2.212 -0.652 1.189
H: 1.904 -0.389 2.845
H: -3.760 -2.678 -0.225
H: -4.091 -0.871 -0.787
H: -3.565 -1.044 0.834
H: -0.067 1.102 1.983
H: -0.155 -0.631 1.903

energy above the lowest of the compared OMol25 structures with the same formula, charge and spin	6.645	eV
E_HOMO (alpha / beta)	-7.734 / -7.734	eV
maximum force	0.0743	Eh/bohr
LUMO level (alpha / beta)	0.0 / 0.0	eV
electronic energy	-19350.8142	eV



The molecule C8H14Se in a non-equilibrium geometry, computed with ωB97M-V/def2-TZVPD.

Element x y z (Å)
C: -1.393 -0.609 -2.831
Se: -1.917 -2.291 -1.860
C: -0.438 -2.348 -0.591
C: -0.728 -3.395 0.526
C: -0.258 -0.784 0.178
C: -0.163 0.344 0.471
C: 0.024 1.683 0.944
C: 0.859 1.653 2.259
C: 0.767 2.542 -0.089
H: -1.739 -0.421 -3.876
H: -1.835 0.232 -2.193
H: -0.389 -0.428 -2.727
H: 0.484 -2.346 -1.181
H: -1.762 -3.278 0.887
H: 0.138 -3.258 1.357
H: -0.517 -4.359 0.224
H: -0.955 2.253 1.183
H: 1.669 0.921 2.009
H: 0.362 1.310 3.062
H: 1.101 2.747 2.545
H: 1.733 2.202 -0.618
H: 0.098 2.730 -0.848
H: 0.955 3.529 0.403

energy above the lowest of the compared OMol25 structures with the same formula, charge and spin	2.423	eV
E_HOMO	-8.357	eV
maximum force	0.1601	Eh/bohr
LUMO level	0.8	eV
electronic energy	-73865.1244	eV



A cluster of 2 separate species, C8H15BClN2O10P2S in total in a non-equilibrium geometry, computed with ωB97M-V/def2-TZVPD.

Element x y z (Å)
C: 1.204 0.199 2.987
C: 0.016 0.171 2.317
C: 0.048 -0.328 0.830
C: -1.252 -0.998 0.355
C: -2.284 -0.058 -0.379
Cl: -3.404 -1.106 -1.361
O: -3.154 0.651 0.563
C: -4.257 1.086 -0.006
N: -5.154 1.600 -0.442
C: -1.595 0.954 -1.367
C: -0.523 1.721 -0.507
B: -0.006 3.078 -1.175
O: 1.287 3.326 -1.602
O: -0.930 4.120 -1.308
N: 0.542 0.778 -0.067
P: 1.507 0.012 -1.407
P: 3.519 -0.451 -0.663
O: 4.099 -1.401 -1.616
O: 4.512 0.860 -0.617
O: 3.456 -1.174 0.782
H: 2.080 0.789 2.651
H: 1.300 -0.449 3.880
H: -0.953 0.445 2.761
H: 0.830 -1.122 0.808
H: -1.757 -1.399 1.260
H: -1.016 -1.916 -0.272
H: -1.156 0.417 -2.227
H: -2.331 1.694 -1.747
H: -1.074 2.022 0.420
H: 1.440 4.266 -1.403
H: -1.445 4.201 -0.489
H: 1.203 1.330 0.493
H: 1.749 0.944 -2.457
H: 4.049 1.646 -0.280
H: 3.773 -2.095 0.693
O: -1.534 -3.957 -0.939
S: -0.868 -4.778 0.117
O: -1.873 -5.217 1.114
O: 0.166 -3.912 0.796
O: -0.214 -5.951 -0.494

total charge	-1
E_HOMO	-2.374	eV
maximum force	0.0879	Eh/bohr
LUMO level	0.2	eV
electronic energy	-74604.7629	eV



A structure of composition C8H15Br3IN2O2S in a non-equilibrium geometry, computed with ωB97M-V/def2-TZVPD.

Element x y z (Å)
N: -3.450 3.294 2.127
C: -3.010 1.869 2.327
C: -1.429 1.819 2.505
C: -0.755 1.249 1.184
C: 0.734 0.778 1.450
C: 1.246 -0.140 0.237
N: 0.934 0.600 -1.010
S: 2.335 1.005 -1.927
C: -0.123 -0.047 -1.817
I: -0.791 1.408 -3.295
C: 0.335 -1.352 -2.593
O: 1.217 -2.107 -2.123
O: -0.292 -1.600 -3.704
H: -2.711 3.731 1.574
H: -4.335 3.255 1.619
H: -3.268 1.289 1.392
H: -3.521 1.442 3.235
H: -1.107 1.199 3.393
H: -1.110 2.888 2.705
H: -1.370 0.344 0.893
H: -0.845 2.045 0.401
H: 1.380 1.705 1.395
H: 0.826 0.272 2.446
H: 2.354 -0.277 0.401
H: 0.773 -1.166 0.266
H: 2.425 2.385 -1.776
H: -0.969 -0.323 -1.128
C: 2.877 -5.040 -2.094
Br: 1.410 -6.146 -1.489
Br: 3.975 -4.438 -0.620
Br: 3.929 -5.926 -3.458
H: 2.440 -4.151 -2.550

total charge	-1
E_HOMO	-4.677	eV
maximum force	0.0839	Eh/bohr
LUMO level	2.4	eV
electronic energy	-244678.1169	eV



A cluster of 2 separate species, C8H15BrOS2 in total in a non-equilibrium geometry, computed with ωB97M-V/def2-TZVPD.

Element x y z (Å)
C: -1.053 -1.443 -1.125
C: 1.092 0.171 0.004
C: 1.179 1.971 3.725
C: 0.841 0.417 -2.943
C: -3.310 -1.596 -0.741
C: 1.530 1.805 2.257
C: 2.291 0.213 -2.501
C: -1.982 -1.317 0.005
O: -2.077 -2.307 1.093
S: 0.517 0.441 1.586
S: 2.433 1.004 -0.676
Br: -0.124 -3.006 -1.132
H: 1.650 2.776 4.128
H: 0.190 2.333 3.884
H: 1.224 1.055 4.454
H: 0.677 1.397 -2.954
H: 0.839 0.078 -3.949
H: 0.305 -0.098 -2.253
H: -4.114 -1.664 -0.098
H: -3.264 -2.530 -1.399
H: -3.536 -0.760 -1.290
H: 2.586 1.512 2.086
H: 1.338 2.730 1.715
H: 3.037 0.846 -2.909
H: 2.556 -0.738 -2.357
H: -2.036 -0.370 0.487
H: -2.790 -2.921 0.902

energy above the lowest of the compared OMol25 structures with the same formula, charge and spin	4.048	eV
E_HOMO	-7.921	eV
maximum force	0.1023	Eh/bohr
LUMO level	0.0	eV
electronic energy	-102292.6811	eV



A structure of composition C8H15Cl2InN5 in a non-equilibrium geometry, computed with ωB97M-V/def2-TZVPD.

Element x y z (Å)
In: -0.026 -0.807 1.805
Cl: 1.502 -1.674 0.218
Cl: 0.824 1.203 2.868
C: -1.718 0.769 0.191
H: -1.861 0.044 -0.599
H: -2.441 0.999 0.972
C: -0.571 0.769 -2.896
C: -1.903 0.720 -2.572
H: -0.057 1.715 -3.091
C: -2.677 -0.564 -2.615
H: -2.498 1.635 -2.559
C: -1.749 -1.755 -2.327
H: -3.521 -0.526 -1.905
H: -3.130 -0.725 -3.613
C: -0.532 -1.721 -3.249
H: -1.397 -1.725 -1.288
H: -2.299 -2.697 -2.461
C: 0.283 -0.441 -3.014
H: 0.102 -2.600 -3.077
H: -0.857 -1.761 -4.297
H: 0.853 -0.558 -2.064
H: 1.041 -0.304 -3.806
N: -1.479 3.144 1.839
N: -0.827 3.002 0.608
N: 0.377 3.601 0.446
C: 1.019 2.802 -0.399
N: 0.404 1.643 -0.662
N: -0.756 1.718 0.028
H: -0.996 2.606 2.588
H: -1.464 4.122 2.070
H: 1.966 3.052 -0.850

energy above the lowest of the compared OMol25 structures with the same formula, charge and spin	0.000	eV
total charge	-1
E_HOMO	-2.797	eV
maximum force	0.0560	Eh/bohr
LUMO level	3.1	eV
electronic energy	-46207.7752	eV